Record 1
Below is a molecular structure, C33H52BrClN7O4PRuS at a distorted geometry, with properties calculated with wB97M-V/def2-TZVPD.

## Properties
Total charge: -1
Kohn-Sham gap (spin up / spin down) (eV): 4.94 / 4.77
2S+1: 2
LUMO level (spin up / spin down) (eV): 2.02 / 2.02

Each line ends with the Mulliken charge.
Cartesian coordinates (Å):
Ru  -0.9080  0.2719  -1.1813  1.841
N  1.3472  0.3519  -2.3346  0.034
C  1.1875  1.2986  -3.4288  -1.070
C  0.1869  2.3924  -3.1070  0.262
O  0.3214  3.4853  -3.6849  -0.814
N  -0.7807  2.0306  -2.2667  0.324
C  -1.7523  3.0321  -1.8529  -1.251
C  -1.8789  2.9981  -0.3456  0.760
O  -1.9800  4.0564  0.2885  -0.833
O  -1.9140  1.8056  0.1422  -0.529
H  1.8665  0.7426  -1.5565  -0.173
H  1.8084  -0.4953  -2.6389  0.276
H  0.8053  0.7569  -4.2959  0.472
H  2.1101  1.7927  -3.7300  0.501
H  -2.7518  2.7717  -2.2312  0.337
H  -1.4918  4.0226  -2.1987  0.383
N  0.2841  0.2735  0.4942  -0.507
P  1.7407  0.4930  0.8198  -2.321
N  2.4309  1.8802  0.1742  1.024
C  3.8335  2.2760  0.3284  -0.787
C  3.9648  3.7945  0.3866  -1.066
C  3.4397  4.4497  -0.9002  -0.898
C  2.1796  3.7173  -1.4164  -0.643
C  1.5171  2.9493  -0.2826  -0.345
N  2.2272  0.6381  2.4535  0.822
C  1.6129  -0.3519  3.3639  -0.249
C  0.2615  0.1196  3.8925  0.724
C  0.3724  1.4676  4.6345  -1.051
C  1.7637  2.0639  4.4557  -1.091
C  2.1964  2.0228  2.9974  0.157
N  2.7253  -0.8073  0.3267  0.667
C  4.1224  -1.0227  0.6665  -0.711
C  4.3042  -2.2470  1.5656  -0.479
C  3.6746  -3.4893  0.9309  -1.109
C  2.2184  -3.2136  0.5575  -0.475
C  2.1169  -1.9659  -0.3116  0.980
H  4.4328  1.8993  -0.5126  0.239
H  4.2500  1.8458  1.2405  0.553
H  5.0142  4.0500  0.5540  0.509
H  3.3999  4.1611  1.2472  0.233
H  4.2222  4.4273  -1.6637  0.373
H  3.2121  5.5000  -0.7039  0.303
H  2.4595  3.0107  -2.2043  -0.157
H  1.4626  4.4107  -1.8561  0.519
H  0.5876  2.4910  -0.5928  -0.125
H  1.2630  3.6476  0.5257  0.860
H  2.2988  -0.5630  4.1915  0.440
H  1.4796  -1.2770  2.8058  -0.530
H  -0.1711  -0.6519  4.5385  0.755
H  -0.3708  0.2413  3.0199  -0.825
H  0.1576  1.3532  5.6999  0.302
H  -0.3643  2.1646  4.2263  0.427
H  2.4882  1.5146  5.0645  0.387
H  1.7812  3.1013  4.7932  0.484
H  3.1926  2.4616  2.9190  0.136
H  1.5131  2.6491  2.4164  0.054
H  4.5173  -0.1445  1.1684  0.137
H  4.7015  -1.1766  -0.2580  0.521
H  3.8304  -2.0433  2.5324  0.129
H  5.3733  -2.4078  1.7390  0.447
H  3.7346  -4.3384  1.6173  0.434
H  4.2378  -3.7577  0.0280  0.339
H  1.6341  -3.0544  1.4698  0.066
H  1.7834  -4.0702  0.0293  0.475
H  1.0792  -1.7216  -0.5226  -1.057
H  2.6376  -2.1698  -1.2654  0.289
Br  -1.6679  -4.8815  -3.1403  -0.176
C  -1.8484  -3.0520  -3.5986  -0.294
C  -2.8297  -2.6479  -4.4823  -0.330
C  -2.8841  -1.3068  -4.7895  -0.684
C  -1.9982  -0.4363  -4.1660  -0.702
N  -1.0839  -0.8255  -3.2841  0.169
C  -0.9785  -2.1319  -3.0468  0.320
H  -3.5309  -3.3547  -4.9089  0.439
H  -3.6017  -0.9357  -5.5104  0.446
H  -2.0060  0.6283  -4.3760  0.367
H  -0.1694  -2.4453  -2.4032  0.092
Cl  -5.6398  0.8269  1.2806  -0.233
C  -5.5900  -0.7144  0.4775  0.358
C  -6.4002  -1.7268  0.9557  -0.499
C  -6.3733  -2.9896  0.3696  -0.559
C  -5.5295  -3.2098  -0.7207  -0.624
C  -4.7434  -2.1885  -1.2115  0.307
C  -4.7291  -0.8881  -0.6384  0.823
C  -3.9030  0.1332  -1.1481  -1.572
H  -7.0551  -1.5210  1.7937  0.402
H  -6.9973  -3.7827  0.7588  0.345
H  -5.4873  -4.1897  -1.1846  0.371
H  -4.0894  -2.3617  -2.0588  0.091
H  -3.8845  1.1221  -0.7211  0.146
H  -3.4235  -0.0252  -2.0981  0.003
C  -1.9714  -3.6193  1.4138  -1.157
S  -1.3147  -1.9680  1.2175  1.049
C  -2.6925  -1.1000  1.9526  -0.939
O  -1.4800  -1.7388  -0.2643  -0.638
H  -1.9556  -3.8942  2.4721  0.393
H  -1.3212  -4.2816  0.8387  0.318
H  -2.9858  -3.6439  1.0065  0.260
H  -2.6461  -1.2215  3.0360  0.670
H  -3.6232  -1.4953  1.5434  0.180
H  -2.5658  -0.0481  1.6734  -0.024


Record 2
Below is a molecular structure, C33H52N2O6SSe2Zr at a distorted geometry, with properties calculated with wB97M-V/def2-TZVPD.

## Properties
Kohn-Sham gap (eV): 8.47
LUMO level (eV): 0.39

Each line ends with the Mulliken charge.
Cartesian coordinates (Å):
Zr  0.8111  0.2076  1.9266  1.120
C  -3.9299  -2.5086  -3.0402  -1.704
C  -4.6581  -2.3528  -1.6977  2.241
C  -4.9963  -3.7409  -1.1384  -1.716
C  -5.9653  -1.6025  -1.9457  -2.262
C  -3.7461  -1.6249  -0.7145  -0.984
C  -2.5045  -2.1705  -0.4051  -0.101
C  -1.6613  -1.5187  0.4729  -0.253
Se  0.1321  -2.1610  0.7566  -0.014
C  0.8881  -1.5442  -0.9065  0.568
C  1.0542  -2.4331  -1.9418  -0.696
C  1.6468  -2.0109  -3.1319  -0.306
C  2.1209  -0.7126  -3.1723  -0.139
C  2.0056  0.2123  -2.1270  -0.681
C  1.2921  -0.1980  -0.9932  0.682
O  0.9438  0.6207  0.0133  -0.685
C  2.6657  1.5803  -2.3321  2.290
C  2.6906  2.4794  -1.0930  -1.967
C  4.1284  1.3526  -2.7412  -1.796
C  1.9309  2.3262  -3.4521  -1.746
C  1.7321  -2.9743  -4.3094  2.129
C  2.4701  -2.3696  -5.5021  -2.178
C  0.3061  -3.3333  -4.7484  -1.696
C  2.4705  -4.2505  -3.8868  -1.759
C  -2.0235  -0.3216  1.1007  1.382
O  -1.1678  0.2420  1.9732  -0.693
C  -3.2642  0.2633  0.7863  -0.926
C  -4.0835  -0.4171  -0.1121  0.006
C  -3.6833  1.5977  1.4009  2.616
C  -3.7600  1.4699  2.9299  -1.514
C  -5.0593  2.0445  0.9033  -2.458
C  -2.6734  2.6914  1.0150  -1.571
H  -4.5776  -2.9995  -3.7664  0.470
H  -3.0282  -3.1084  -2.9401  0.325
H  -3.6411  -1.5373  -3.4388  0.357
H  -5.6472  -4.2781  -1.8282  0.457
H  -5.5068  -3.6576  -0.1798  0.394
H  -4.1001  -4.3397  -0.9895  0.307
H  -6.5769  -2.1657  -2.6495  0.432
H  -5.7887  -0.6173  -2.3743  0.410
H  -6.5410  -1.4818  -1.0295  0.442
H  -2.1761  -3.0930  -0.8625  0.413
H  0.7301  -3.4562  -1.8159  0.499
H  2.6233  -0.3787  -4.0662  0.334
H  3.1322  1.9751  -0.2347  0.293
H  1.6942  2.8181  -0.8158  0.225
H  3.2964  3.3578  -1.3233  0.565
H  4.6579  0.7969  -1.9682  0.391
H  4.6242  2.3143  -2.8735  0.493
H  4.2209  0.8034  -3.6768  0.318
H  0.8891  2.4951  -3.1808  0.323
H  1.9498  1.7675  -4.3866  0.321
H  2.3995  3.2945  -3.6284  0.470
H  1.9747  -1.4720  -5.8686  0.393
H  2.4922  -3.0914  -6.3180  0.440
H  3.4997  -2.1182  -5.2520  0.432
H  -0.2437  -2.4407  -5.0442  0.365
H  -0.2457  -3.8127  -3.9423  0.360
H  0.3310  -4.0195  -5.5946  0.471
H  3.4709  -4.0178  -3.5252  0.375
H  2.5613  -4.9307  -4.7346  0.475
H  1.9427  -4.7783  -3.0960  0.317
H  -5.0380  0.0257  -0.3558  0.588
H  -4.4545  0.6792  3.2124  0.321
H  -4.1197  2.4048  3.3599  0.465
H  -2.7901  1.2451  3.3633  0.143
H  -5.8401  1.3321  1.1686  0.450
H  -5.0741  2.1907  -0.1764  0.439
H  -5.3099  2.9970  1.3696  0.457
H  -1.6691  2.4563  1.3685  0.147
H  -2.9733  3.6407  1.4599  0.499
H  -2.6393  2.8187  -0.0674  0.322
C  1.7798  3.9841  3.1976  -0.964
N  2.4178  3.1213  4.1783  0.224
C  3.8622  3.0229  4.0039  -1.285
C  1.7129  2.1147  4.7379  0.433
S  0.1483  1.7036  4.1452  -0.578
N  2.2278  1.4800  5.7920  0.269
C  3.2879  2.0472  6.6061  -1.249
C  1.6642  0.2528  6.3325  -1.024
H  2.4113  4.8636  3.0713  0.354
H  0.7963  4.2913  3.5426  0.353
H  1.6802  3.4745  2.2266  0.257
H  4.0729  3.0651  2.9354  0.367
H  4.2294  2.0635  4.3606  0.398
H  4.3750  3.8420  4.5116  0.343
H  3.3438  3.1235  6.4525  0.383
H  4.2547  1.5894  6.3881  0.348
H  3.0417  1.8556  7.6509  0.407
H  1.0502  -0.2421  5.5877  0.279
H  1.0672  0.4791  7.2190  0.353
H  2.4899  -0.4038  6.6070  0.368
O  1.7844  -1.0178  3.3648  -0.703
Se  3.2462  -0.4977  2.6836  0.748
O  4.5124  -0.5363  3.6363  -0.799
O  2.7199  1.0758  2.3457  0.232
O  3.2025  -1.2137  1.2375  -0.404


Record 3
Below is 9 unconnected molecules or ions with the total composition C33H52N3O14 at a distorted geometry, with properties calculated with wB97M-V/def2-TZVPD.

## Properties
Total charge: +1
Kohn-Sham gap (eV): 7.12
LUMO level (eV): -4.13

Each line ends with the Mulliken charge.
Cartesian coordinates (Å):
C  -2.4627  4.4437  0.9350  -0.720
C  -2.9308  4.2200  -0.4935  0.666
O  -4.2116  4.2510  -0.8159  -0.464
N  -1.7818  3.9886  -1.3933  0.347
H  -0.9855  4.4723  -1.1539  0.475
H  -1.1979  3.0381  -1.3495  -0.093
C  -2.1111  4.1427  -2.7656  -0.892
H  -1.6135  5.0963  0.9060  0.438
H  -2.4851  3.5202  1.2729  -0.195
H  -3.1973  4.9297  1.5811  0.372
H  -1.9876  5.1891  -3.3157  0.328
H  -2.9119  3.6378  -3.2947  0.424
H  -1.2034  3.7640  -3.3392  0.287
C  4.1270  2.1208  -1.1379  -1.571
C  4.4550  1.1354  -0.0808  0.858
O  5.4871  0.3195  -0.1055  -0.477
N  3.4639  1.1049  1.1432  0.406
H  3.7617  1.9751  1.5575  0.389
H  2.4235  1.1477  1.0131  -0.136
C  3.5234  -0.1846  1.8844  -0.711
H  4.7407  2.0184  -1.9216  0.488
H  4.2090  3.1141  -0.6328  0.454
H  3.2508  2.1313  -1.4529  0.370
H  4.5895  -0.4436  1.7768  0.574
H  2.9456  -1.1173  1.5467  0.157
H  3.1865  -0.0758  2.9522  0.216
N  -0.1450  0.6491  -0.4217  0.111
O  -1.1249  1.3912  -0.4178  -0.207
O  0.9707  1.0967  -0.6724  -0.409
O  -0.4629  -0.5569  -0.6326  0.075
C  0.6157  -1.5070  -4.5860  -1.150
C  1.0200  -0.0422  -4.5490  1.260
C  1.2072  0.5225  -5.9361  -1.581
O  0.1905  0.6705  -3.9344  -0.472
H  -0.3949  -1.5059  -4.9576  0.433
H  0.6120  -1.9868  -3.6712  0.038
H  1.1872  -2.1692  -5.2955  0.322
H  1.9414  0.0294  -4.0026  -0.301
H  1.6473  1.4731  -5.8232  0.476
H  0.1681  0.3527  -6.5480  0.278
H  2.0734  0.0919  -6.5457  0.348
H  -0.0246  0.3788  -3.1081  0.284
C  0.4887  0.7809  4.5261  -1.215
C  0.2906  1.9726  3.6365  0.756
C  1.0548  3.1954  4.2711  -2.047
O  0.7749  1.6230  2.3291  -0.125
H  1.5303  0.6331  4.9492  0.325
H  0.2237  -0.0688  3.9265  0.034
H  -0.0428  1.0640  5.4640  0.447
H  -0.7189  2.1262  3.5593  0.058
H  1.0916  3.4899  5.3662  0.352
H  1.1068  4.1054  3.6923  0.456
H  1.8954  2.9597  4.1051  0.768
H  0.3559  2.4178  1.8017  0.126
C  -4.8099  -1.5234  -1.1357  -1.506
C  -3.3453  -1.3262  -1.3346  1.750
C  -2.5703  -2.3494  -2.1529  -1.668
O  -2.9954  -0.0874  -1.8425  -0.678
H  -5.0410  -0.4975  -0.9562  0.439
H  -4.9603  -2.3449  -0.3666  0.303
H  -5.3732  -1.9487  -2.0922  0.269
H  -2.8930  -1.2331  -0.3570  -0.304
H  -1.6123  -2.0671  -2.2938  0.122
H  -2.9796  -2.6198  -2.9536  0.742
H  -2.6871  -3.4085  -1.6577  0.313
H  -1.9842  0.1538  -1.7259  0.150
C  0.1845  -2.4952  1.7666  0.304
C  -1.1542  -3.2682  1.2906  -0.228
C  -1.5441  -4.5757  2.0305  0.366
O  -2.4537  -5.3218  1.6342  -0.546
C  -0.8540  -4.8966  3.3386  -0.372
C  0.2708  -4.0707  3.8140  -0.527
C  0.8616  -2.9420  2.9838  1.069
O  2.0243  -2.5052  3.2406  -0.640
H  0.5987  -1.7127  1.0743  -0.220
H  -1.7445  -3.1007  0.3544  0.064
H  -1.2775  -6.0992  3.6071  0.238
H  0.8458  -4.3188  4.8886  0.245
C  -3.9854  -0.0913  5.2996  -0.471
C  -4.6029  1.1294  4.7151  -0.742
C  -4.1707  1.5677  3.3706  0.489
O  -4.5446  2.6059  2.8736  -0.570
C  -3.2346  0.7696  2.5469  0.198
C  -2.6845  -0.4318  3.2065  0.355
C  -2.9981  -0.9572  4.6322  0.085
O  -2.6230  -2.0892  4.9694  -0.500
H  -4.2404  -0.2339  6.4230  0.301
H  -5.1593  1.8236  5.1974  0.574
H  -2.7561  1.0908  1.6629  0.368
H  -1.7013  -0.9096  2.8300  -0.183
C  5.3201  -2.2399  -4.0527  -0.889
C  4.7695  -3.6837  -4.0882  -0.619
C  3.5034  -3.9283  -3.3077  0.460
O  2.8551  -4.9943  -3.3749  -0.550
C  2.9582  -2.9152  -2.3962  -0.656
C  3.5205  -1.5646  -2.4257  0.697
C  4.8031  -1.2108  -3.2235  0.508
O  5.2611  -0.2177  -3.0449  -0.331
H  6.2466  -2.0841  -4.4591  0.556
H  5.2474  -4.5076  -4.6629  0.409
H  2.0513  -2.9276  -1.9092  0.576
H  3.0426  -0.5676  -1.7779  -0.177


| no. | electronic energy (eV) |
| --- | --- |
| 1 | -158957.2572 |
| 2 | -193141.8059 |
| 3 | -68167.2721 |